# 1
{"formula": "C40H51Cl3NO3Zr", "method": "ωB97M-V/def2-TZVPD", "de_lowest_kcal_mol": 61.7, "gap_ha": 0.178, "charge": 1, "e_homo_ev": -10.7, "species": ["Zr", "C", "C", "C", "C", "C", "C", "C", "N", "C", "C", "C", "C", "C", "C", "O", "C", "C", "C", "C", "C", "C", "C", "C", "C", "O", "C", "C", "C", "C", "C", "C", "H", "H", "H", "H", "H", "H", "H", "H", "H", "H", "H", "H", "H", "H", "H", "H", "H", "H", "H", "H", "H", "H", "H", "H", "H", "H", "H", "H", "H", "H", "H", "H", "H", "H", "H", "H", "H", "H", "H", "H", "Cl", "C", "C", "C", "Cl", "C", "O", "C", "Cl", "C", "H", "H", "C", "C", "C", "C", "C", "C", "H", "H", "H", "H", "H", "H", "H", "H", "H"], "coordinates": [[0.2809, -1.3980, -0.7527], [-4.6724, 4.1026, 0.8853], [-3.1507, 4.2428, 0.7500], [-2.5626, 4.4153, 2.1556], [-2.8260, 5.5055, -0.0626], [-2.5689, 3.0311, 0.0491], [-1.4313, 2.4227, 0.5094], [-0.9875, 1.2256, -0.0790], [0.0261, 0.4441, 0.2987], [0.7640, 0.4387, 1.4333], [1.2420, 1.5367, 2.1443], [1.8957, 1.3478, 3.3433], [2.0648, 0.0238, 3.8011], [1.6130, -1.1109, 3.1471], [0.9071, -0.9281, 1.9290], [0.2473, -1.8245, 1.2631], [1.8061, -2.4764, 3.8022], [1.0011, -2.4738, 5.1142], [3.2919, -2.7213, 4.0970], [1.3148, -3.6416, 2.9369], [2.3632, 2.5771, 4.1032], [3.1093, 2.2476, 5.3966], [1.1228, 3.4111, 4.4723], [3.2987, 3.4075, 3.2088], [-1.7836, 0.5744, -1.1190], [-1.5351, -0.6777, -1.3218], [-2.7720, 1.3702, -1.7798], [-3.1446, 2.5388, -1.1560], [-3.2123, 0.9973, -3.1917], [-4.4069, 1.8224, -3.6788], [-1.9882, 1.3258, -4.0694], [-3.5633, -0.4885, -3.3483], [-5.0625, 4.9360, 1.4643], [-5.1711, 4.1119, -0.0788], [-4.9304, 3.1815, 1.4019], [-3.0853, 5.2142, 2.6740], [-2.6737, 3.5086, 2.7452], [-1.5119, 4.6918, 2.1166], [-3.1827, 6.3825, 0.4724], [-1.7531, 5.6068, -0.2070], [-3.3025, 5.4882, -1.0380], [-0.8887, 2.8103, 1.3515], [1.1273, 2.5199, 1.7171], [2.5679, -0.1175, 4.7429], [1.3443, -1.6961, 5.7909], [-0.0546, -2.3069, 4.9093], [1.1035, -3.4318, 5.6178], [3.7225, -1.9235, 4.6929], [3.4091, -3.6522, 4.6478], [3.8554, -2.8040, 3.1700], [0.2384, -3.5938, 2.7899], [1.8067, -3.6531, 1.9632], [1.5454, -4.5786, 3.4392], [2.4821, 1.6823, 6.0811], [4.0236, 1.6951, 5.1948], [3.3830, 3.1757, 5.8939], [0.4211, 2.8125, 5.0495], [1.4293, 4.2596, 5.0787], [0.6064, 3.7914, 3.5939], [4.1525, 2.8104, 2.8961], [2.7965, 3.7771, 2.3183], [3.6687, 4.2682, 3.7606], [-3.9294, 3.1303, -1.5952], [-4.1605, 2.8782, -3.7466], [-4.6904, 1.4905, -4.6750], [-5.2650, 1.6935, -3.0241], [-1.7353, 2.3812, -3.9839], [-1.1216, 0.7323, -3.7705], [-2.2252, 1.1149, -5.1088], [-4.4069, -0.7527, -2.7146], [-3.8409, -0.6788, -4.3836], [-2.7184, -1.1281, -3.0980], [3.2039, -7.8542, -1.1973], [2.8656, -6.1792, -1.0484], [1.5458, -5.7471, -1.0835], [1.2870, -4.3913, -0.9912], [-0.3569, -3.7989, -1.0946], [2.2976, -3.4287, -0.8103], [2.0467, -2.1496, -0.6789], [3.6195, -3.9275, -0.7493], [4.8528, -2.7678, -0.4835], [3.9060, -5.2718, -0.8827], [0.7416, -6.4597, -1.1723], [4.9271, -5.6165, -0.8430], [-0.0225, -1.0935, -6.2894], [0.3956, -2.1402, -5.2497], [-0.7166, -3.1916, -5.1173], [1.7070, -2.8093, -5.6750], [0.5584, -1.5113, -3.9340], [0.6992, -0.9633, -2.8590], [-0.1321, -1.5763, -7.2586], [0.7222, -0.3055, -6.3716], [-0.9736, -0.6400, -6.0245], [-0.9305, -3.6114, -6.0974], [-1.6259, -2.7373, -4.7294], [-0.4267, -4.0000, -4.4475], [1.5619, -3.3449, -6.6101], [2.0437, -3.5146, -4.9167], [2.4847, -2.0631, -5.8179]]}



# 2
{"formula": "C40H52BGe2N7O4ReS2", "method": "ωB97M-V/def2-TZVPD", "de_lowest_kcal_mol": 55.1, "spin_multiplicity": 3, "gap_ha": [0.285, 0.260], "charge": 1, "e_homo_ev": [-9.8, -10.3], "species": ["Re", "C", "C", "C", "C", "C", "C", "N", "N", "B", "N", "C", "C", "C", "N", "C", "C", "C", "N", "C", "C", "C", "N", "C", "C", "C", "H", "H", "H", "H", "H", "H", "H", "H", "H", "H", "H", "H", "H", "H", "H", "H", "H", "H", "H", "H", "H", "H", "H", "H", "H", "H", "H", "H", "C", "Ge", "C", "C", "Ge", "C", "C", "C", "C", "C", "C", "C", "C", "C", "C", "C", "C", "H", "H", "H", "H", "H", "H", "H", "H", "H", "H", "H", "H", "H", "H", "H", "H", "H", "H", "H", "S", "C", "N", "C", "C", "C", "C", "C", "C", "H", "H", "H", "H", "H", "O", "S", "O", "O", "O"], "coordinates": [[-17.5598, 4.2237, -11.5013], [-16.4776, 3.9176, -9.2893], [-15.0463, 3.4492, -9.5000], [-15.0305, 1.9822, -9.1404], [-14.5963, 3.7936, -10.9414], [-13.2837, 3.8693, -11.1572], [-13.7176, 4.6066, -13.4155], [-15.0950, 3.9729, -13.2536], [-15.6134, 3.8437, -11.9160], [-16.0404, 5.0222, -14.0803], [-16.4020, 6.2438, -13.1896], [-16.1699, 7.5607, -13.4807], [-16.5004, 8.3458, -12.3878], [-16.8003, 7.4263, -11.3830], [-16.8463, 6.1660, -11.9052], [-16.8137, 7.7797, -9.9486], [-17.9143, 7.2132, -9.0705], [-15.5177, 7.5299, -9.2575], [-17.3384, 4.3460, -14.4884], [-17.8475, 4.0445, -15.6548], [-19.1669, 3.7326, -15.5089], [-19.4024, 3.7974, -14.1382], [-18.2646, 4.1783, -13.5101], [-20.8297, 3.5780, -13.5853], [-21.7463, 4.7125, -13.9981], [-21.4382, 2.2777, -14.0041], [-16.7780, 3.8806, -8.2216], [-16.7034, 4.9048, -9.7178], [-17.1971, 3.1015, -9.6807], [-14.4017, 4.0035, -8.8304], [-15.6391, 1.4125, -9.8704], [-13.9915, 1.5822, -9.1259], [-15.3930, 1.9026, -8.0964], [-12.6721, 3.7835, -10.2353], [-13.4280, 4.4414, -14.4751], [-15.4985, 5.3664, -15.0699], [-15.9295, 7.8829, -14.4951], [-16.5284, 9.4429, -12.2725], [-16.8419, 8.8813, -9.9030], [-17.8113, 6.1474, -8.8097], [-17.9038, 7.7404, -8.1614], [-18.8868, 7.2816, -9.5416], [-15.2058, 6.4393, -9.1450], [-14.6862, 7.9722, -9.7778], [-15.5026, 7.9924, -8.2692], [-17.1718, 4.0494, -16.5498], [-19.9100, 3.5949, -16.2413], [-20.7439, 3.7105, -12.5023], [-22.1225, 4.6671, -14.9762], [-22.6703, 4.6999, -13.3802], [-21.3363, 5.7359, -13.8584], [-21.4067, 2.0750, -15.0865], [-21.0037, 1.4287, -13.5887], [-22.4917, 2.2881, -13.7916], [-13.7641, 1.1725, -12.7726], [-15.1148, 2.0263, -13.7680], [-12.6469, 4.0720, -12.5084], [-14.7517, 2.1274, -15.6692], [-17.2586, 0.9971, -12.9677], [-16.4749, -0.5788, -12.1134], [-15.8809, -1.4081, -13.0658], [-15.1780, -2.5460, -12.6679], [-15.0613, -2.9013, -11.3488], [-15.6165, -2.1349, -10.3563], [-16.4437, -1.0468, -10.7566], [-18.3342, 0.3489, -14.4568], [-17.8539, 0.5845, -15.7038], [-18.5129, 0.0962, -16.8796], [-19.6838, -0.6521, -16.7460], [-20.0781, -0.9809, -15.4659], [-19.4040, -0.5801, -14.3262], [-12.7742, 1.5133, -13.0975], [-13.9144, 0.1548, -13.1148], [-13.8863, 1.1586, -11.6592], [-11.8743, 4.8291, -12.3858], [-12.0503, 3.2677, -12.9020], [-13.7939, 5.7360, -13.2927], [-14.6143, 1.1657, -16.1311], [-13.7862, 2.6162, -15.8727], [-15.4945, 2.5964, -16.2083], [-15.9970, -1.2690, -14.1923], [-14.6879, -3.1686, -13.3985], [-14.4495, -3.7708, -11.0528], [-15.6298, -2.4696, -9.3294], [-17.0626, -0.5878, -9.9888], [-17.0972, 1.3240, -15.9325], [-18.0857, 0.3017, -17.8431], [-20.2058, -0.9429, -17.6231], [-20.9395, -1.6071, -15.3018], [-19.7899, -0.8685, -13.3142], [-21.4515, 6.7969, -11.0637], [-20.0454, 6.0515, -11.6251], [-19.5345, 5.0861, -10.8864], [-20.3057, 4.9823, -9.6672], [-19.9850, 4.1436, -8.6171], [-20.6411, 4.3133, -7.4110], [-21.7310, 5.2148, -7.3629], [-22.1022, 6.0056, -8.4412], [-21.3344, 5.8648, -9.5776], [-19.5750, 6.4096, -12.5038], [-19.2574, 3.3830, -8.7984], [-20.4492, 3.6890, -6.5586], [-22.3449, 5.3491, -6.4879], [-23.0231, 6.5437, -8.5729], [-19.2662, 0.0472, -11.3746], [-19.2401, 1.3205, -10.7147], [-18.6653, 1.4222, -9.3995], [-18.0485, 2.1839, -11.7137], [-20.3952, 2.1656, -10.8552]]}



# 3
{"formula": "C40H52BaF5N4O3Si2Te", "method": "ωB97M-V/def2-TZVPD", "de_lowest_kcal_mol": 28.8, "gap_ha": 0.181, "charge": -1, "e_homo_ev": -3.0, "species": ["Ba", "O", "C", "C", "C", "C", "N", "C", "C", "C", "C", "C", "C", "O", "C", "C", "N", "H", "H", "H", "H", "H", "H", "H", "H", "H", "H", "H", "H", "C", "C", "C", "C", "C", "C", "C", "N", "C", "C", "C", "C", "C", "C", "C", "N", "C", "C", "C", "C", "H", "H", "H", "H", "H", "H", "H", "H", "H", "H", "H", "H", "H", "H", "H", "H", "H", "H", "H", "H", "H", "H", "H", "H", "C", "Si", "C", "C", "C", "C", "C", "C", "C", "Si", "C", "C", "H", "H", "H", "H", "H", "H", "H", "H", "H", "H", "H", "H", "H", "H", "H", "H", "F", "Te", "F", "F", "F", "F", "O"], "coordinates": [[0.1875, 0.0343, -0.1521], [-3.9995, 2.6288, -6.1565], [-3.5727, 3.5015, -5.1247], [-2.5566, 2.8177, -4.2549], [-1.9828, 3.5087, -3.1951], [-1.0906, 2.8408, -2.3807], [-0.7540, 1.5658, -2.5505], [-1.3018, 0.8971, -3.5670], [-2.1971, 1.4981, -4.4490], [-0.9371, -0.5485, -3.6794], [-1.4626, -1.3827, -4.6602], [-1.1061, -2.7226, -4.6645], [-1.7084, -3.6820, -5.6534], [-2.1291, -2.9829, -6.8160], [-0.2206, -3.1812, -3.6995], [0.2623, -2.2855, -2.7593], [-0.0949, -1.0049, -2.7535], [-4.7131, 3.0533, -6.6396], [-4.4161, 3.8021, -4.4931], [-3.1267, 4.4105, -5.5460], [-2.2418, 4.5401, -2.9897], [-0.6305, 3.3474, -1.5383], [-2.6453, 0.9443, -5.2586], [-2.1467, -1.0177, -5.4104], [-2.5603, -4.1780, -5.1743], [-0.9719, -4.4522, -5.9050], [-2.7049, -3.5584, -7.3267], [0.0847, -4.2196, -3.6652], [0.9518, -2.5768, -1.9686], [5.9356, 0.0135, 5.0168], [6.1287, 0.0232, 3.5009], [7.2312, 1.0318, 3.1525], [6.5571, -1.3820, 3.0543], [4.8463, 0.4008, 2.7683], [3.6513, 0.6753, 3.4152], [2.5341, 0.9917, 2.6557], [2.5193, 1.0202, 1.3308], [3.6583, 0.7330, 0.6890], [4.8300, 0.4564, 1.3765], [3.6077, 0.6953, -0.8070], [4.5893, 0.0297, -1.5266], [4.5420, -0.0307, -2.9128], [3.4862, 0.6250, -3.5270], [2.5335, 1.2466, -2.7357], [2.5665, 1.2850, -1.4091], [5.5929, -0.8294, -3.6753], [5.5092, -2.2975, -3.2350], [6.9876, -0.2746, -3.3555], [5.3785, -0.7632, -5.1872], [6.8744, -0.2624, 5.5009], [5.1763, -0.7094, 5.3186], [5.6415, 0.9964, 5.3896], [8.1572, 0.7650, 3.6671], [6.9453, 2.0396, 3.4597], [7.4353, 1.0510, 2.0812], [7.4690, -1.6788, 3.5779], [6.7548, -1.4186, 1.9822], [5.7768, -2.1115, 3.2755], [3.5430, 0.6332, 4.4888], [1.5938, 1.1967, 3.1554], [5.7397, 0.2691, 0.8245], [5.3646, -0.5053, -0.9983], [3.3618, 0.6319, -4.6002], [1.6712, 1.7149, -3.1958], [5.7010, -2.4094, -2.1676], [6.2466, -2.8933, -3.7786], [4.5165, -2.7040, -3.4343], [7.2066, -0.3337, -2.2889], [7.0680, 0.7711, -3.6590], [7.7501, -0.8475, -3.8884], [4.4097, -1.1772, -5.4720], [6.1520, -1.3471, -5.6896], [5.4388, 0.2619, -5.5583], [-0.9213, 1.7177, 4.6111], [-1.4264, 1.3197, 2.8464], [-0.7752, 2.7094, 1.7327], [-3.3048, 1.3226, 2.7421], [-3.9976, 1.7238, 3.8919], [-5.3763, 1.8755, 3.9031], [-6.0908, 1.6173, 2.7443], [-5.4184, 1.1983, 1.6052], [-4.0294, 1.0358, 1.5624], [-3.1956, 0.3272, -0.0514], [-4.3234, 1.1121, -1.4241], [-3.9382, -1.4486, 0.0210], [-1.3860, 2.6378, 4.9739], [0.1609, 1.8449, 4.6885], [-1.1875, 0.8926, 5.2744], [-1.0081, 3.6708, 2.1999], [-1.2940, 2.6809, 0.7694], [0.3072, 2.6721, 1.5708], [-3.4556, 1.9190, 4.8100], [-5.8839, 2.1872, 4.8090], [-7.1702, 1.7290, 2.7305], [-6.0004, 0.9762, 0.7169], [-5.3958, 0.9148, -1.3064], [-4.0349, 0.7164, -2.4033], [-4.1873, 2.1994, -1.4614], [-5.0223, -1.4455, 0.1883], [-3.4660, -2.0112, 0.8311], [-3.7378, -1.9955, -0.9075], [-1.4420, -2.1867, 3.6322], [0.2363, -1.8200, 2.8856], [-0.6272, -2.4021, 1.1963], [2.0001, -1.5005, -0.2873], [0.5482, -3.6754, 3.4407], [0.5996, -1.1224, 4.7071], [-0.6462, -0.0534, 2.3853]]}



# 4
{"formula": "C40H52FNO27", "method": "ωB97M-V/def2-TZVPD", "smiles": "CC(=O)OCCCCCCN1C(=O)c2cc(CCF)cc(COO)c2C1=O.O=C1OCCO1.O=C1OCCO1.O=C1OCCO1.O=C1OCCO1.O=C1OCCO1.O=C1OCCO1.O=C1OCCO1", "gap_ha": 0.333, "e_homo_ev": -9.0, "species": ["C", "C", "O", "O", "C", "C", "C", "C", "C", "C", "N", "C", "O", "C", "C", "C", "C", "C", "F", "C", "C", "C", "O", "O", "C", "C", "O", "H", "H", "H", "H", "H", "H", "H", "H", "H", "H", "H", "H", "H", "H", "H", "H", "H", "H", "H", "H", "H", "H", "H", "H", "O", "C", "O", "C", "C", "O", "H", "H", "H", "H", "O", "C", "O", "C", "C", "O", "H", "H", "H", "H", "O", "C", "O", "C", "C", "O", "H", "H", "H", "H", "O", "C", "O", "C", "C", "O", "H", "H", "H", "H", "O", "C", "O", "C", "C", "O", "H", "H", "H", "H", "O", "C", "O", "C", "C", "O", "H", "H", "H", "H", "O", "C", "O", "C", "C", "O", "H", "H", "H", "H"], "coordinates": [[3.5830, 2.6482, 3.0689], [3.0746, 3.7168, 2.1109], [1.9335, 4.1166, 2.2226], [3.8742, 4.2905, 1.1522], [4.6922, 3.3735, 0.4244], [4.6421, 3.6508, -1.0710], [5.5875, 2.7542, -1.8904], [5.6276, 1.2909, -1.4310], [4.2204, 0.6608, -1.4288], [4.1565, -0.5799, -0.5271], [2.7865, -1.0709, -0.3137], [2.0583, -0.5582, 0.7727], [2.2582, -0.7198, 1.9554], [0.9489, 0.2359, 0.1119], [0.0577, 1.1285, 0.6351], [-0.8524, 1.7138, -0.1932], [-1.8559, 2.6936, 0.4000], [-1.5159, 4.1682, 0.1206], [-1.6504, 4.8941, 1.2958], [-0.8748, 1.4467, -1.5794], [0.0383, 0.5592, -2.1046], [0.1451, 0.2032, -3.5711], [1.2885, 0.9022, -4.1353], [1.5134, 2.1124, -3.4250], [0.9108, -0.0330, -1.2372], [1.9827, -1.0599, -1.4851], [2.2067, -1.7708, -2.4387], [2.7594, 1.9604, 3.2365], [3.9842, 3.0535, 3.9948], [4.3735, 2.0481, 2.6079], [4.3896, 2.3383, 0.5797], [5.7324, 3.4972, 0.7563], [4.7664, 4.7066, -1.3158], [3.6180, 3.4056, -1.3886], [5.2964, 2.8438, -2.9405], [6.6040, 3.1564, -1.8106], [6.2001, 0.7434, -2.1873], [6.1500, 1.1404, -0.4830], [3.4571, 1.3602, -1.0753], [3.9989, 0.4237, -2.4736], [4.7266, -1.3882, -0.9935], [4.6313, -0.3377, 0.4256], [0.0667, 1.3496, 1.6964], [-2.8163, 2.4815, -0.0756], [-1.9996, 2.4845, 1.4554], [-2.2606, 4.5857, -0.5601], [-0.5142, 4.2793, -0.2963], [-1.5814, 1.9248, -2.2470], [0.4254, -0.8474, -3.6137], [-0.7522, 0.4375, -4.1370], [2.4543, 2.2956, -3.5331], [-1.0718, -7.3622, -1.8686], [-0.3154, -6.4995, -2.1768], [0.1107, -6.2772, -3.4510], [0.8141, -5.0264, -3.4583], [1.2475, -4.8880, -2.0224], [0.2314, -5.6114, -1.3183], [1.6513, -5.0560, -4.1510], [0.1262, -4.2360, -3.7669], [2.2137, -5.3580, -1.8272], [1.2838, -3.8541, -1.6975], [5.0816, 1.1532, 5.6261], [4.1752, 0.3862, 5.6687], [3.0273, 0.5162, 4.9649], [2.2873, -0.7025, 5.1001], [2.8244, -1.2663, 6.3923], [4.1544, -0.7369, 6.4321], [1.2191, -0.5077, 5.1376], [2.5020, -1.3415, 4.2419], [2.2757, -0.9089, 7.2658], [2.8388, -2.3536, 6.4053], [-3.1972, -2.7294, -7.2169], [-3.0767, -3.7744, -6.6673], [-3.4154, -4.9726, -7.2114], [-2.9139, -6.0010, -6.3520], [-2.8072, -5.2920, -5.0247], [-2.5829, -3.9330, -5.4143], [-3.5926, -6.8498, -6.3249], [-1.9444, -6.3342, -6.7282], [-3.7318, -5.3458, -4.4468], [-1.9875, -5.6635, -4.4158], [-0.9485, -0.1254, 6.0276], [-1.1227, -0.2830, 7.1935], [-2.0973, 0.3440, 7.8937], [-2.1619, -0.2539, 9.1923], [-0.7728, -0.8316, 9.3480], [-0.3948, -1.0981, 7.9899], [-2.4012, 0.4883, 9.9494], [-2.9377, -1.0216, 9.1901], [-0.0671, -0.1184, 9.7770], [-0.7578, -1.7434, 9.9394], [-3.0188, 1.4382, -4.4056], [-2.7262, 1.9693, -5.4278], [-1.5275, 1.8333, -6.0466], [-1.6341, 2.4315, -7.3400], [-2.7676, 3.4122, -7.1532], [-3.5442, 2.7944, -6.1245], [-0.7005, 2.9122, -7.6217], [-1.8674, 1.6534, -8.0690], [-2.4247, 4.3863, -6.7988], [-3.3596, 3.5518, -8.0544], [-4.3651, 2.1874, 2.0254], [-4.2508, 1.6874, 3.0961], [-3.7184, 2.3032, 4.1737], [-3.9295, 1.4618, 5.3080], [-4.0862, 0.0987, 4.6826], [-4.6168, 0.4120, 3.3897], [-3.0851, 1.5147, 5.9869], [-4.8316, 1.7908, 5.8296], [-3.1313, -0.4139, 4.5550], [-4.7635, -0.5465, 5.2381], [-1.9503, -2.0427, -1.3578], [-3.0339, -1.6079, -1.1454], [-4.1781, -2.0180, -1.7590], [-5.2768, -1.4149, -1.0641], [-4.6263, -0.2088, -0.4376], [-3.2748, -0.6241, -0.2610], [-6.0798, -1.1558, -1.7498], [-5.6580, -2.1212, -0.3229], [-4.6436, 0.6594, -1.1003], [-5.0650, 0.0666, 0.5183]]}